# C16H42O8

A 7-piece molecular cluster, C16H42O8 overall in a non-equilibrium geometry (ωB97M-V/def2-TZVPD, the OMol25 dataset).

Geometry (Å):
C 20.288 -3.556 20.367
C 19.380 -4.052 21.505
C 20.283 -5.045 22.231
O 21.269 -5.465 21.296
C 21.632 -4.229 20.654
H 20.414 -2.475 20.263
H 19.938 -3.836 19.370
H 18.453 -4.462 21.111
H 19.151 -3.214 22.164
H 19.721 -5.908 22.590
H 20.746 -4.549 23.090
H 22.214 -4.479 19.768
H 22.287 -3.679 21.338
C 18.092 -6.107 17.289
C 18.571 -5.488 15.978
C 18.507 -4.006 16.255
O 17.409 -3.822 17.134
C 17.174 -5.034 17.885
H 18.905 -6.271 17.998
H 17.574 -7.039 17.073
H 17.959 -5.854 15.151
H 19.581 -5.827 15.729
H 18.385 -3.454 15.324
H 19.453 -3.714 16.728
H 16.117 -5.284 17.770
H 17.353 -4.914 18.955
C 23.071 -3.836 28.547
O 23.425 -5.001 27.813
C 22.704 -6.138 28.226
C 21.194 -6.006 28.400
O 20.513 -5.399 27.337
C 20.566 -6.159 26.149
H 23.043 -4.090 29.616
H 22.046 -3.560 28.281
H 23.755 -3.010 28.392
H 23.061 -6.519 29.196
H 22.965 -6.886 27.476
H 20.973 -5.476 29.329
H 20.835 -7.040 28.544
H 20.295 -7.209 26.320
H 21.542 -6.144 25.664
H 19.807 -5.738 25.493
C 16.202 -1.724 19.189
O 17.490 -1.429 18.665
H 15.840 -0.823 19.673
H 15.534 -2.027 18.371
H 16.197 -2.598 19.851
H 17.824 -2.272 18.315
C 24.043 -5.082 23.569
O 23.012 -6.054 23.700
H 23.698 -4.102 23.254
H 24.496 -4.905 24.554
H 24.817 -5.446 22.889
H 23.408 -6.800 24.160
C 21.235 -8.717 23.413
O 21.471 -9.685 24.441
H 22.201 -8.547 22.937
H 20.541 -8.990 22.613
H 20.904 -7.777 23.867
H 20.606 -10.004 24.724
C 22.942 -2.104 25.053
O 21.955 -3.056 25.342
H 23.273 -2.081 24.009
H 22.588 -1.108 25.311
H 23.847 -2.261 25.654
H 22.324 -3.944 25.362

Properties
Kohn-Sham gap   0.3716 hartree
Structure (SMILES)   C1CCOC1.C1CCOC1.COCCOC.CO.CO.CO.CO
DFT total energy   -33648.8398 eV

natural (NBO) atomic charge list, values in e, 4 entries:
1. C -0.43
2. C -0.43
3. C -0.08
4. O -0.53

---

# C16H43BN6O4PSi2

C16H43BN6O4PSi2 as an isolated structure in a non-equilibrium geometry (ωB97M-V/def2-TZVPD, the OMol25 dataset).

Geometry (Å):
N 5.521 2.605 3.744
C 6.216 2.467 2.723
C 6.199 1.165 1.976
N 4.816 0.839 1.710
C 4.632 -0.380 0.943
C 4.799 -1.702 1.774
N 4.965 -1.470 3.222
C 3.365 -0.413 0.053
C 3.284 0.922 -0.754
C 2.089 1.828 -0.452
C 2.446 2.975 0.486
C 3.484 3.902 -0.100
O 3.638 4.092 -1.231
O 4.283 4.505 0.799
O 2.162 -0.807 0.691
C 1.939 -0.254 1.955
P 0.086 -0.285 2.255
N -0.703 -0.955 1.076
B 3.673 -1.560 -1.036
N 2.920 -2.811 -1.064
O 4.681 -1.360 -2.001
H 5.644 3.545 4.115
H 6.804 3.310 2.364
H 6.751 0.390 2.517
H 6.693 1.338 1.023
H 4.268 0.852 2.560
H 5.465 -0.394 0.244
H 5.666 -2.248 1.407
H 3.934 -2.341 1.634
H 5.925 -1.559 3.520
H 4.418 -2.169 3.702
H 3.235 0.697 -1.815
H 4.199 1.487 -0.642
H 1.742 2.277 -1.375
H 1.236 1.320 -0.013
H 2.838 2.608 1.432
H 1.548 3.554 0.700
H 4.100 4.155 1.681
H 2.237 0.794 2.006
H 2.450 -0.780 2.766
H -0.314 1.070 2.377
H -0.151 -0.896 3.513
H -1.244 -1.743 1.415
H 2.925 -3.164 -2.018
H 3.424 -3.518 -0.532
H 4.229 -1.050 -2.800
C -4.089 -0.022 0.793
Si -4.793 -0.369 -0.929
C -3.726 -1.739 -1.683
C -4.525 1.205 -1.950
N -6.417 -0.794 -0.761
Si -7.440 -1.186 -2.038
C -6.891 -2.716 -3.012
C -7.684 0.226 -3.280
C -9.152 -1.581 -1.328
H -3.032 0.258 0.731
H -4.638 0.795 1.271
H -4.169 -0.910 1.426
H -2.660 -1.517 -1.552
H -3.907 -1.848 -2.755
H -3.931 -2.695 -1.196
H -5.201 1.996 -1.620
H -4.691 1.028 -3.015
H -3.496 1.571 -1.838
H -6.025 -2.502 -3.642
H -7.694 -3.068 -3.673
H -6.635 -3.530 -2.332
H -7.894 1.162 -2.759
H -8.527 0.015 -3.951
H -6.800 0.367 -3.906
H -9.548 -0.719 -0.788
H -9.091 -2.426 -0.638
H -9.859 -1.841 -2.126

Properties
Kohn-Sham gap   0.1758 hartree
DFT total energy   -60143.2911 eV
Total charge   -1

Löwdin atomic charge list, values in e, 4 entries:
1. N 0.10
2. C -0.24
3. C -0.20
4. N -0.03

---

# C16H43N7O8

A 6-piece molecular cluster, C16H43N7O8 overall in a non-equilibrium geometry (ωB97M-V/def2-TZVPD, the OMol25 dataset).

Geometry (Å):
C -0.699 -1.270 3.756
C -1.729 -0.067 3.918
C -3.155 -0.500 3.638
C -1.786 0.427 5.434
C -0.459 1.197 5.839
C -0.270 2.352 4.777
C -0.167 1.949 3.290
C -0.272 3.335 2.429
C 1.273 1.280 3.011
N -1.313 1.075 3.035
O -1.413 0.734 1.724
H 0.179 -1.136 4.387
H -0.314 -1.508 2.764
H -1.041 -2.242 4.110
H -3.490 -0.760 2.634
H -3.926 0.139 4.069
H -3.365 -1.419 4.185
H -2.684 0.970 5.729
H -1.822 -0.359 6.188
H 0.336 0.456 5.759
H -0.277 1.617 6.828
H 0.550 2.999 5.087
H -1.155 2.984 4.860
H 0.527 4.015 2.724
H -0.242 3.081 1.370
H -1.156 3.855 2.797
H 2.010 1.753 3.659
H 1.333 0.229 3.296
H 1.662 1.434 2.005
H -0.713 0.078 1.682
N 1.417 0.165 -0.628
C 0.589 0.313 -1.606
N 0.135 -0.832 -1.914
O 0.272 1.378 -2.106
H 1.782 -0.755 -0.425
H 1.841 0.962 -0.176
H -0.655 -0.956 -2.531
H 0.658 -1.658 -1.659
N 2.658 -4.615 -0.178
C 2.117 -3.452 -0.004
N 1.408 -3.394 1.067
O 2.244 -2.372 -0.638
H 3.366 -4.811 -0.871
H 2.453 -5.358 0.475
H 1.321 -4.184 1.690
H 0.765 -2.614 1.063
N -2.340 4.434 -4.799
C -1.959 3.335 -4.226
N -0.774 3.423 -3.771
O -2.636 2.336 -4.187
H -3.219 4.592 -5.270
H -1.650 5.163 -4.685
H -0.229 4.271 -3.831
H -0.514 2.615 -3.223
O 3.466 1.059 -3.467
C 3.672 -0.314 -3.459
C 4.579 -0.708 -2.336
O 4.883 -2.132 -2.355
H 2.823 1.273 -2.787
H 2.795 -0.956 -3.383
H 4.193 -0.466 -4.405
H 4.253 -0.198 -1.430
H 5.538 -0.325 -2.686
H 5.323 -2.407 -3.162
O -1.641 -0.827 -5.217
C -2.606 -0.993 -4.229
C -3.232 -2.419 -4.238
O -2.460 -3.599 -3.813
H -1.049 -1.576 -5.122
H -2.050 -0.859 -3.301
H -3.261 -0.126 -4.148
H -3.702 -2.543 -5.213
H -4.102 -2.197 -3.620
H -2.896 -4.371 -4.183

Properties
Kohn-Sham gap   0.3058 hartree
Structure (SMILES)   CC1(C)CCCC(C)(C)N1O.NC(N)=O.NC(N)=O.NC(N)=O.OCCO.OCCO
DFT total energy   -44096.9882 eV

Löwdin atomic charge list, values in e, 4 entries:
1. C -0.02
2. C -0.42
3. C -0.05
4. C -0.11

---

# C16H44FeN4O4

C16H44FeN4O4 as an isolated structure in a non-equilibrium geometry (ωB97M-V/def2-TZVPD, the OMol25 dataset).

Geometry (Å):
Fe -0.284 0.142 -0.452
C 0.014 -3.937 -1.881
C -0.182 -2.418 -1.828
C -1.621 -1.881 -2.025
O -1.555 -0.446 -2.049
C -2.187 -0.029 -3.334
N 0.521 -1.749 -0.781
H -0.325 -4.398 -0.954
H 1.035 -4.284 -2.045
H -0.543 -4.378 -2.708
H 0.302 -2.133 -2.762
H -2.168 -2.107 -1.111
H -2.085 -2.302 -2.917
H -1.899 -0.542 -4.251
H -2.152 1.046 -3.512
H -3.259 -0.225 -3.289
H 1.442 -1.999 -1.113
H 0.519 -2.393 -0.003
C -3.445 2.716 0.976
C -2.285 1.655 0.873
C -2.865 0.311 0.833
O -1.780 -0.578 0.749
C -2.195 -1.777 1.323
N -1.529 1.773 -0.448
H -4.272 2.408 0.336
H -3.011 3.684 0.727
H -3.820 2.882 1.986
H -1.578 1.813 1.687
H -3.666 0.183 0.106
H -3.472 0.240 1.736
H -2.291 -1.704 2.406
H -1.552 -2.607 1.029
H -3.129 -2.010 0.812
H -2.287 1.874 -1.107
H -1.244 2.723 -0.637
C 3.125 1.887 -2.446
C 2.199 1.618 -1.298
C 2.032 2.898 -0.493
O 1.001 2.656 0.561
C 1.064 3.670 1.513
N 0.887 1.109 -1.778
H 2.529 2.220 -3.296
H 3.458 0.924 -2.832
H 3.941 2.590 -2.275
H 2.564 0.745 -0.756
H 1.821 3.711 -1.188
H 2.953 3.159 0.028
H 0.807 4.562 0.942
H 2.033 3.888 1.961
H 0.272 3.662 2.262
H 1.186 0.656 -2.629
H 0.715 1.878 -2.410
C 2.739 0.553 2.340
C 1.845 -0.451 1.644
C 1.550 -1.744 2.436
O 0.679 -2.620 1.768
C 0.674 -3.887 2.447
N 0.672 0.256 1.289
H 3.297 1.075 1.563
H 3.415 0.088 3.059
H 2.315 1.324 2.984
H 2.341 -0.879 0.773
H 1.021 -1.465 3.347
H 2.524 -2.211 2.582
H 0.164 -3.834 3.409
H 1.667 -4.217 2.753
H 0.196 -4.716 1.925
H 0.139 0.139 2.139
H 1.021 1.204 1.300

Properties
Kohn-Sham gap (alpha / beta)   0.4108 / 0.1441 hartree
Multiplicity   7
DFT total energy   -65795.1280 eV
Total charge   +4

natural (NBO) atomic charge list, values in e, 4 entries:
1. Fe 1.89
2. C -0.64
3. C -0.10
4. C -0.06

---

# C16H44N4O4

A 4-piece molecular cluster, C16H44N4O4 overall in a non-equilibrium geometry (ωB97M-V/def2-TZVPD, the OMol25 dataset).

Geometry (Å):
C 1.245 -18.906 -16.515
O 1.472 -17.767 -17.317
C 0.928 -16.542 -16.854
C -0.592 -16.446 -16.923
C -1.071 -15.009 -16.925
N -1.368 -17.229 -15.909
H 1.972 -19.625 -16.901
H 0.258 -19.380 -16.546
H 1.461 -18.736 -15.453
H 1.271 -16.274 -15.846
H 1.346 -15.805 -17.542
H -0.886 -16.910 -17.869
H -2.143 -14.880 -16.781
H -0.933 -14.631 -17.946
H -0.557 -14.363 -16.210
H -1.207 -18.199 -16.169
H -0.973 -17.127 -14.976
C 4.043 -25.214 -12.738
O 3.170 -24.154 -13.028
C 3.859 -22.986 -13.426
C 2.906 -21.797 -13.559
C 1.640 -22.004 -14.392
N 3.607 -20.667 -14.176
H 4.703 -24.962 -11.899
H 4.663 -25.530 -13.582
H 3.437 -26.051 -12.397
H 4.689 -22.671 -12.776
H 4.349 -23.257 -14.377
H 2.628 -21.494 -12.549
H 0.952 -22.749 -13.990
H 1.900 -22.235 -15.427
H 1.140 -21.037 -14.421
H 4.249 -20.221 -13.519
H 4.237 -20.849 -14.951
C -5.000 -13.547 -16.683
O -5.247 -14.899 -16.916
C -5.137 -15.665 -15.732
C -5.274 -17.138 -16.100
C -5.393 -18.038 -14.864
N -4.133 -17.646 -16.888
H -3.990 -13.392 -16.277
H -5.704 -12.982 -16.062
H -4.982 -13.002 -17.632
H -4.159 -15.466 -15.275
H -5.892 -15.411 -14.977
H -6.174 -17.304 -16.701
H -6.223 -17.613 -14.278
H -4.471 -18.099 -14.291
H -5.730 -19.030 -15.157
H -3.242 -17.384 -16.437
H -4.135 -17.050 -17.725
C 0.697 -22.072 -18.936
O -0.564 -21.690 -18.431
C -0.858 -22.186 -17.137
C -2.254 -21.784 -16.706
C -3.362 -22.346 -17.578
N -2.299 -20.334 -16.521
H 0.810 -21.599 -19.908
H 0.680 -23.156 -19.107
H 1.483 -21.769 -18.238
H -0.753 -23.279 -17.204
H -0.102 -21.783 -16.456
H -2.384 -22.271 -15.729
H -3.293 -21.951 -18.601
H -4.368 -22.121 -17.231
H -3.246 -23.418 -17.765
H -3.267 -20.026 -16.517
H -1.872 -19.953 -17.364

Properties
Kohn-Sham gap   0.3527 hartree
Structure (SMILES)   COC[C@H](C)N.COC[C@H](C)N.COC[C@H](C)N.COC[C@H](C)N
DFT total energy   -31453.6534 eV

natural (NBO) atomic charge list, values in e, 4 entries:
1. C -0.26
2. O -0.54
3. C -0.07
4. C -0.09

---

# C16H44N4O6V

C16H44N4O6V as an isolated structure in a non-equilibrium geometry (ωB97M-V/def2-TZVPD, the OMol25 dataset).

Geometry (Å):
O -0.038 1.199 -0.869
V 0.504 -0.188 -0.281
O -0.613 -0.985 0.433
C 0.225 -1.725 -4.687
C 0.047 -0.744 -3.537
C -1.158 0.228 -3.791
O -0.782 1.425 -4.514
C -1.845 1.941 -5.215
N 0.094 -1.395 -2.204
H 0.131 -1.241 -5.659
H -0.603 -2.433 -4.702
H 1.229 -2.148 -4.650
H 0.888 -0.052 -3.478
H -1.773 0.499 -2.932
H -1.740 -0.401 -4.464
H -2.059 1.236 -6.018
H -1.638 2.833 -5.807
H -2.785 2.038 -4.671
H -0.761 -1.934 -2.215
H 0.809 -2.105 -2.282
C -0.384 2.611 2.026
C 1.150 2.200 1.851
C 1.988 2.859 2.915
O 3.377 3.088 2.587
C 4.170 3.626 3.589
N 1.329 0.717 1.708
H -0.868 2.344 1.087
H -0.470 3.698 2.049
H -0.872 2.224 2.920
H 1.453 2.661 0.911
H 1.692 2.301 3.803
H 1.543 3.843 3.061
H 4.337 4.693 3.740
H 5.156 3.190 3.432
H 3.814 3.262 4.553
H 2.245 0.574 2.110
H 0.708 0.204 2.317
C 4.292 -2.541 0.263
C 3.379 -1.279 0.053
C 3.328 -0.829 -1.417
O 2.391 0.360 -1.433
C 3.015 1.680 -1.325
N 2.077 -1.807 0.416
H 4.599 -2.744 1.289
H 5.207 -2.394 -0.311
H 3.878 -3.467 -0.135
H 3.617 -0.539 0.817
H 2.983 -1.625 -2.076
H 4.345 -0.503 -1.635
H 3.783 1.654 -0.551
H 2.299 2.397 -0.924
H 3.304 1.995 -2.327
H 1.868 -2.716 0.030
H 2.270 -2.141 1.349
C -4.507 -3.651 2.419
C -4.864 -2.217 2.673
C -3.831 -1.304 1.926
O -4.238 0.011 2.219
C -3.577 0.962 1.433
N -6.148 -2.169 2.041
H -4.300 -3.978 1.400
H -5.399 -4.223 2.675
H -3.654 -4.000 3.003
H -4.890 -1.996 3.740
H -3.796 -1.415 0.842
H -2.803 -1.500 2.229
H -2.499 0.855 1.556
H -3.679 2.035 1.594
H -3.714 0.662 0.394
H -6.827 -2.522 2.700
H -6.409 -1.196 1.963

Properties
Kohn-Sham gap (alpha / beta)   0.3141 / 0.1117 hartree
Multiplicity   2
DFT total energy   -61219.5426 eV
Total charge   +2

Löwdin atomic charge list, values in e, 4 entries:
1. O -0.30
2. V 0.81
3. O -0.36
4. C -0.03

---

# C16H44N4O8SSr

C16H44N4O8SSr as an isolated structure in a non-equilibrium geometry (ωB97M-V/def2-TZVPD, the OMol25 dataset).

Geometry (Å):
Sr -0.272 0.943 0.113
S 1.391 2.348 -2.167
O -0.079 2.143 -1.970
O 1.901 1.997 -3.485
O 1.710 3.764 -1.845
O 2.024 1.472 -1.120
C 0.015 5.778 0.873
C -0.525 4.362 1.147
C -1.722 3.994 0.317
O -2.220 2.695 0.639
C -2.865 2.522 1.879
N 0.566 3.379 0.839
H 0.483 5.826 -0.112
H 0.695 6.050 1.677
H -0.807 6.501 0.816
H -0.858 4.415 2.191
H -1.434 3.909 -0.739
H -2.480 4.784 0.219
H -2.202 2.766 2.729
H -3.044 1.453 1.966
H -3.726 3.179 2.026
H 1.024 3.715 -0.035
H 1.178 3.628 1.616
C -3.359 -2.743 1.012
C -2.416 -1.788 0.278
C -3.186 -0.951 -0.715
O -2.306 0.041 -1.212
C -2.898 0.839 -2.218
N -1.672 -0.965 1.252
H -4.183 -2.157 1.435
H -2.866 -3.253 1.837
H -3.841 -3.460 0.344
H -1.669 -2.354 -0.281
H -4.056 -0.440 -0.276
H -3.524 -1.557 -1.562
H -3.387 0.244 -2.991
H -2.191 1.530 -2.676
H -3.591 1.546 -1.731
H -0.945 -1.582 1.631
H -2.156 -0.790 2.134
C 0.325 -1.285 -3.288
C 0.706 -2.122 -2.070
C 1.848 -3.064 -2.381
O 2.971 -2.371 -2.835
C 3.751 -3.074 -3.771
N 1.077 -1.156 -1.004
H 1.059 -0.502 -3.474
H -0.687 -0.897 -3.198
H 0.316 -1.937 -4.171
H -0.119 -2.751 -1.717
H 1.481 -3.838 -3.074
H 2.131 -3.649 -1.484
H 4.692 -2.541 -3.876
H 3.285 -3.050 -4.769
H 3.858 -4.135 -3.521
H 1.399 -1.675 -0.187
H 1.909 -0.670 -1.350
C 3.103 -0.040 3.150
C 1.976 -0.531 2.224
C 1.637 -1.957 2.624
O 0.861 -2.579 1.623
C 0.846 -3.992 1.694
N 0.806 0.423 2.344
H 2.739 -0.030 4.180
H 3.421 0.963 2.861
H 3.969 -0.697 3.075
H 2.350 -0.501 1.200
H 1.068 -1.967 3.570
H 2.565 -2.502 2.834
H 0.349 -4.331 0.789
H 0.298 -4.359 2.572
H 1.861 -4.389 1.788
H 1.380 1.216 2.632
H 0.261 0.210 3.178

Properties
Kohn-Sham gap   0.2390 hartree
DFT total energy   -51319.0753 eV

Löwdin atomic charge list, values in e, 4 entries:
1. Sr 1.44
2. S 0.24
3. O -0.55
4. O -0.35

---

Question: Among the records above, which one has the lowest DFT total energy?
Answer: C16H44FeN4O4